The following is a quantum chemistry calculation of a structure of composition C21H17BN4NiO5, from the OMol25 dataset.

```
49
Properties=species:S:1:pos:R:3:forces:R:3
Ni 0.747588 -0.634839 0.037667 -0.3 -0.1 0.5
O -1.460112 1.467861 -3.606133 0.2 -0.3 0.2
C -1.481212 2.689761 -3.066833 0.0 0.1 0.2
C -1.855112 3.785561 -3.850333 0.0 -0.1 -0.2
C -1.897912 5.054161 -3.309533 0.0 0.0 0.0
C -1.574612 5.256461 -1.976333 0.0 0.2 0.1
C -1.197912 4.183561 -1.190033 0.0 0.0 -0.1
C -1.144712 2.897961 -1.712033 0.0 0.1 -0.3
C -0.724612 1.740861 -0.888033 -0.1 -0.2 1.3
O -0.527012 0.617661 -1.459133 0.0 -0.4 -0.5
N -0.643712 1.934861 0.411967 -0.3 1.4 -0.2
N -0.312212 0.820261 1.103367 0.4 -0.9 0.2
C -0.438412 0.825461 2.386467 -0.3 0.7 -0.8
C -0.338012 -0.331139 3.225167 0.4 -0.7 -0.1
C -0.390612 -0.179839 4.611867 0.0 0.0 -0.1
C -0.426612 -1.261139 5.464767 0.0 0.0 0.3
C -0.387912 -2.548239 4.928367 0.0 0.0 0.0
C -0.294812 -2.734639 3.572567 -0.1 -0.1 -0.1
C -0.258512 -1.649439 2.652567 -0.3 0.2 0.6
O -0.223112 -1.880139 1.401767 0.2 -0.1 -0.9
H -1.056712 0.875861 -2.861533 -0.1 0.2 -0.3
H -2.099912 3.620961 -4.891133 0.0 -0.1 0.0
H -2.182912 5.893861 -3.931633 0.0 0.0 0.0
H -1.615312 6.251161 -1.556133 0.0 0.1 0.1
H -0.929012 4.316761 -0.153433 0.0 0.0 0.1
H -0.719012 1.764461 2.876067 -0.1 0.0 -0.2
H -0.399512 0.825361 5.019267 -0.1 0.1 0.0
H -0.482712 -1.119239 6.535967 0.0 0.0 0.0
H -0.416912 -3.410139 5.590167 0.0 0.0 0.0
H -0.240812 -3.731839 3.154567 0.0 0.0 -0.1
O 2.960788 -1.393639 -3.428733 0.0 -0.1 -0.2
C 2.162188 -1.255739 -2.496833 -0.1 -0.3 -0.4
O 2.259988 -0.519239 -1.494233 -0.3 0.3 0.7
C 0.863188 -2.092239 -2.569733 0.3 0.1 -0.1
C 0.493288 -2.740439 -3.743533 0.1 -0.1 0.0
C -0.687612 -3.456239 -3.771133 0.0 0.0 0.2
C -1.463112 -3.489139 -2.619533 0.0 -0.1 -0.1
C -1.016012 -2.817539 -1.492133 -0.4 -0.3 0.1
N 0.122788 -2.143439 -1.465933 0.3 0.2 -0.3
H 1.148988 -2.667639 -4.597933 0.1 0.0 0.0
H -1.001912 -3.987039 -4.664133 0.0 0.1 0.0
H -2.399512 -4.030139 -2.602033 0.0 0.0 0.1
H -1.584112 -2.824339 -0.569333 0.1 0.0 0.1
B 4.236588 -0.307139 3.188067 0.3 0.0 0.3
C 3.098688 -0.341739 2.123267 -0.6 0.0 -0.6
N 2.251188 -0.370939 1.339267 0.6 -0.2 0.3
H 4.044188 0.639961 3.918167 0.0 0.1 0.1
H 4.185688 -1.344339 3.811167 0.0 -0.1 0.1
H 5.297088 -0.201239 2.614967 0.2 0.0 -0.1
```
Positions in Å, forces in eV/Å.

Net charge: -2
Largest force on an atom, eV/A: 1.5
Energy above the lowest of the compared OMol25 structures with the same formula, charge and spin, kJ/mol: 107.1
2S+1: 3
Gap between HOMO and LUMO (spin up / spin down), Eh: 0.239 / 0.238

Population analysis type Mulliken, resulting atomic charges in e: 0.5184 -0.7424 0.0423 -0.6256 -0.2986 -0.6841 -0.2576 0.1962 0.8393 -0.8237 -0.9004 0.5404 -0.3990 0.8967 -0.6627 -0.5989 -0.4267 -0.5904 0.2501 -0.7020 0.4498 0.3914 0.3500 0.3554 0.4506 0.2728 0.3073 0.3539 0.3211 0.3570 -0.8036 0.4002 -0.5833 0.6320 -0.6732 -0.2264 -0.7012 -0.3072 0.0423 0.4543 0.3870 0.3866 0.4128 0.0674 0.3049 -0.5310 -0.1479 -0.1428 -0.1518

The following is a quantum chemistry calculation of a structure of composition C21H17BrCrN2O6S, from the OMol25 dataset.

```
49
Properties=species:S:1:pos:R:3:forces:R:3
Cr 0.293326 0.185683 -0.568943 0.1 -0.8 0.0
C -0.299099 -5.846225 -3.627951 0.1 -0.1 0.0
O -1.576690 -5.235335 -3.704783 -0.1 0.0 -0.1
C -1.727314 -4.028070 -3.138582 0.2 0.2 0.2
C -2.973418 -3.395750 -3.360119 -0.2 0.0 -0.1
C -3.180809 -2.139260 -2.884818 -0.1 -0.1 0.0
C -2.188557 -1.423747 -2.164889 0.2 -0.1 0.1
C -2.361470 -0.061434 -1.797604 0.0 -0.2 -0.1
C -3.670493 0.650051 -1.996752 0.0 0.0 -0.1
O -1.439756 0.631149 -1.286288 -0.8 0.5 -0.1
C -0.963118 -2.112761 -1.854420 -0.3 0.3 0.1
O -0.047286 -1.605505 -1.107222 0.1 -0.8 -0.2
C -0.764494 -3.409076 -2.376212 0.2 -0.2 0.0
H -0.363045 -6.746284 -4.232620 0.0 0.0 0.0
H -0.043626 -6.117470 -2.601676 0.0 0.0 0.0
H 0.473873 -5.189929 -4.033320 0.0 0.0 0.0
H -3.736561 -3.920704 -3.917733 0.0 0.0 0.0
H -4.140932 -1.679876 -3.073594 0.0 0.0 0.0
H -4.198441 0.313865 -2.883685 0.0 0.0 0.0
H -3.487077 1.719609 -2.067593 0.0 0.0 0.0
H -4.306084 0.466560 -1.127782 0.0 0.0 0.0
H 0.181195 -3.876892 -2.142210 0.0 0.0 0.0
O 4.019324 2.797450 2.673071 0.0 0.0 0.0
S 3.940663 1.385923 2.958849 -0.3 0.3 -0.1
O 4.985990 0.810343 3.746218 -0.1 -0.3 0.0
N 3.691143 0.580595 1.548138 0.0 0.2 0.1
C 2.444580 0.217994 1.428389 0.1 -0.2 0.1
O 1.939955 -0.278543 0.369280 0.5 -0.2 0.3
C 1.599142 0.433686 2.652656 -0.1 0.0 0.0
C 0.269791 0.092846 2.838713 0.1 0.0 0.0
C -0.335527 0.445435 4.038154 -0.1 0.0 0.0
C 0.385112 1.104221 5.028790 0.0 0.0 0.0
C 1.728477 1.416385 4.849800 0.1 0.1 0.1
C 2.311042 1.073651 3.648398 0.1 -0.1 -0.3
H -0.269123 -0.456054 2.073529 0.0 0.0 0.0
H -1.378231 0.210590 4.210008 0.0 0.0 0.0
H -0.104129 1.369602 5.956776 0.0 0.0 0.0
H 2.294577 1.912785 5.627046 0.0 0.0 0.0
Br -0.879130 5.294769 1.757536 0.0 0.0 0.0
C 0.325242 4.206225 0.792906 -0.1 0.2 0.1
C 1.598271 4.657000 0.489568 0.0 -0.2 -0.1
C 2.427986 3.798240 -0.213044 0.0 0.2 0.1
C 1.965550 2.547627 -0.562194 0.0 -0.2 0.0
N 0.734818 2.106686 -0.247021 0.5 1.7 0.2
C -0.079246 2.946942 0.405282 -0.1 -0.3 -0.1
H 1.931199 5.638991 0.792320 0.0 0.0 0.1
H 3.441031 4.081911 -0.453499 0.0 0.0 0.0
H 2.605759 1.846018 -1.079587 0.0 0.0 0.1
H -1.074389 2.580079 0.618713 0.0 0.0 0.1
```
Positions in Å, forces in eV/Å.

Largest force on an atom, eV/A: 1.8
2S+1: 5
Gap between HOMO and LUMO (spin up / spin down), Eh: 0.297 / 0.304

Population analysis type Mulliken, resulting atomic charges in e: 0.3022 -0.8187 -0.4335 0.8955 -1.0260 -0.8179 0.0251 1.0830 -1.4007 -0.1917 0.3600 -0.6456 -0.3602 0.2396 0.3236 0.3588 0.4385 0.2572 0.4163 0.3581 0.2995 0.4640 -0.6116 1.1820 -0.6698 -0.5677 0.5618 -0.5835 0.5749 -0.2128 -0.7385 -0.4633 -0.6034 -0.1638 0.5705 0.4075 0.4007 0.4509 -0.1802 -0.3838 -0.0148 -0.7559 -0.2704 0.1551 -0.0640 0.4569 0.4262 0.4771 0.4930

The following is a quantum chemistry calculation of the molecule C21H17ClN4O2S, from the OMol25 dataset.

```
46
Properties=species:S:1:pos:R:3:forces:R:3
O -0.167727 -6.465276 -2.234591 0.2 0.9 0.1
Cl -3.125876 -5.467749 1.075026 0.3 0.7 -0.1
N -0.258928 0.128847 3.834447 1.1 -1.3 -1.4
N 0.559138 2.370787 3.348786 0.3 2.6 2.6
O 0.133692 7.273663 -2.571724 -0.6 0.5 1.0
S 2.290136 2.366260 -0.083778 0.7 -0.2 -2.0
C -0.904856 -6.207993 -1.281194 1.3 -2.4 -1.9
C -0.228167 -1.130142 3.369646 -1.4 1.3 -0.6
C 0.299832 1.158023 3.024727 0.3 -1.9 0.3
C 1.360630 3.042657 2.436569 -3.2 -4.3 -1.5
C 0.098986 -1.470438 1.962119 -0.3 2.3 2.3
C 0.615755 -0.420494 1.281528 1.6 0.2 -2.7
C 1.401523 2.130489 1.341020 0.5 0.5 1.4
C 1.923457 5.937348 -1.912038 -0.2 -2.1 2.3
C -0.343187 5.096611 -1.655526 0.2 -0.6 0.8
C 2.478368 4.755498 -1.315931 -3.0 1.6 -1.8
C 0.120194 3.893898 -1.088397 2.2 2.0 -1.0
C 0.601412 -3.055752 0.115137 0.8 -0.2 0.3
C -1.444363 -3.391888 1.323072 0.7 -1.5 -0.7
C 0.322387 -4.138980 -0.719869 0.2 0.6 -0.4
C -1.678145 -4.586200 0.583141 2.1 0.8 -1.0
C 0.555883 6.121122 -1.947503 0.9 -1.3 -2.0
C 1.543395 3.771043 -1.029069 -0.4 -1.1 2.4
C -0.243710 -2.675447 1.215488 0.9 -1.2 -2.3
C -0.739382 -4.996203 -0.501036 -3.0 1.9 3.1
N 0.827413 0.877981 1.774243 -0.3 -0.2 -0.5
N -1.717461 -7.192683 -0.862988 -0.9 1.0 1.8
C -0.467612 8.060333 -1.553386 -2.2 1.4 -0.3
C -1.489922 -8.559806 -1.279404 2.1 2.6 -1.3
H -0.669772 -1.961686 3.979143 0.6 1.1 -0.1
H 1.540485 4.115073 2.455510 0.3 -0.5 0.1
H 0.950230 -0.740915 0.242049 -0.4 1.6 1.2
H 2.492724 6.799643 -2.007708 1.3 1.3 -0.7
H -1.375158 5.330547 -1.845913 -0.4 -0.3 0.2
H 3.514376 4.710275 -1.120112 0.8 -0.4 0.2
H -0.474001 3.159508 -0.595876 -0.6 -0.5 -0.2
H 1.613458 -2.601273 -0.124804 -1.5 -0.1 0.7
H -2.205155 -3.107997 2.006005 -0.4 0.3 0.7
H 0.944526 -4.267195 -1.626315 -0.3 -0.4 0.8
H -2.397085 -6.903162 -0.147197 0.6 -1.2 -0.7
H -1.300585 7.499054 -1.046621 0.8 0.5 -0.3
H -0.913608 9.025570 -1.937297 0.4 -1.3 -0.3
H 0.239866 8.428317 -0.840693 0.7 -0.3 0.7
H -1.965879 -9.192914 -0.689848 -3.0 -2.6 2.7
H -0.456428 -8.891115 -1.075939 0.0 0.7 -1.0
H -1.860862 -8.627241 -2.272899 0.4 -0.7 -1.0
```
Positions in Å, forces in eV/Å.

Largest force on an atom, eV/A: 5.6
Energy above the lowest of the compared OMol25 structures with the same formula, charge and spin, kJ/mol: 539.4
Structure (SMILES): CNC(=O)c1ccc(-c2cnc3ncc(Sc4ccc(OC)cc4)n3c2)cc1Cl
2S+1: 1
Gap between HOMO and LUMO, Eh: 0.284

Population analysis type Mulliken, resulting atomic charges in e: -0.6671 -0.3204 -0.5697 -0.6775 -0.3839 -0.2514 0.6315 -0.1513 0.4007 -0.4872 0.1577 -0.0579 0.1644 -0.4694 -0.3334 -0.6157 -0.5393 -0.3380 -0.7848 -0.5316 0.1952 0.2055 0.3932 0.3086 0.1030 0.2215 -0.0615 -0.7714 -1.1073 0.4247 0.3801 0.3357 0.4084 0.4885 0.4327 0.4874 0.3470 0.5623 0.4145 0.1047 0.3069 0.2563 0.2967 0.4856 0.3039 0.3024

The following is a quantum chemistry calculation of a structure of composition C21H17CoF3N6S2, from the OMol25 dataset.

```
50
Properties=species:S:1:pos:R:3:forces:R:3
Co 0.529576 -0.709122 -0.104065 0.6 0.2 0.9
S -2.494924 -1.012217 2.807165 -0.1 0.1 -0.2
C -1.034767 -1.189979 3.688215 0.3 -0.4 -0.7
C -1.178215 -0.880929 5.077014 0.0 0.1 0.7
N -1.365739 -0.632765 6.188824 0.1 0.0 -0.1
C 0.190537 -1.657397 3.256836 -0.5 0.6 0.2
S 0.712873 -2.186499 1.673295 -0.1 -0.5 -0.6
C 1.185856 -1.870233 4.249503 0.4 0.0 0.4
N 2.010972 -2.077229 5.033950 -0.1 0.0 -0.1
N -1.278874 0.094770 -2.746945 0.2 0.2 -0.2
C -1.911001 -0.877041 -1.985465 -0.1 -0.4 0.4
C -3.099559 -1.397820 -2.512622 0.0 0.2 -0.3
C -3.770330 -2.388775 -1.831007 0.2 -0.1 0.2
C -3.240320 -2.827882 -0.626872 -0.2 0.0 -0.3
C -2.072685 -2.245448 -0.171456 0.0 -0.2 0.2
N -1.404511 -1.290030 -0.826129 -0.3 0.3 -0.5
C -0.058129 0.732949 -2.672113 -0.1 -0.1 0.5
C 0.296928 1.524168 -3.770164 0.1 0.3 -0.4
C 1.476451 2.233652 -3.758767 -0.1 -0.3 0.4
C 2.285694 2.121097 -2.630729 0.0 0.3 -0.3
C 1.853282 1.342626 -1.586012 0.1 -0.1 0.4
N 0.703685 0.651206 -1.577666 0.1 -0.3 -0.9
H -1.743620 0.260244 -3.620526 0.0 0.0 0.0
H -3.469320 -1.021688 -3.461049 0.0 0.0 0.0
H -4.676147 -2.822466 -2.237065 0.0 0.0 0.0
H -3.720327 -3.600512 -0.043866 0.0 0.0 0.1
H -1.631600 -2.562620 0.760072 0.1 0.1 0.0
H -0.373265 1.582991 -4.619929 0.0 0.0 0.0
H 1.749732 2.872116 -4.588119 0.0 0.0 -0.1
H 3.224701 2.651261 -2.561084 0.0 0.0 0.1
H 2.434547 1.272330 -0.674358 -0.1 0.0 0.0
F 0.799305 -2.161432 -2.604818 0.0 0.1 0.0
C 1.386716 -2.036491 -1.333259 -0.1 -0.2 0.2
F 2.689978 -1.632340 -1.652681 -0.1 0.0 0.0
F 1.559312 -3.348069 -0.960338 -0.1 0.2 -0.1
C -1.450707 1.992275 0.482163 0.2 -0.2 0.0
C -0.092059 1.999373 1.108544 0.0 0.1 0.2
C 0.526047 3.037044 1.784982 -0.1 0.1 -0.1
C 1.779984 2.545757 2.214672 0.2 -0.1 -0.1
C 1.858396 1.229625 1.784878 0.0 0.1 0.1
C 2.990614 0.269498 2.010820 -0.1 0.1 0.0
N 0.711320 0.893570 1.116299 -0.4 0.0 -0.1
H -2.007659 2.880175 0.787046 0.0 0.0 0.0
H -1.998284 1.104096 0.804281 -0.1 0.0 0.0
H -1.395154 1.978821 -0.614238 -0.1 0.0 0.0
H 0.115357 4.023531 1.955938 0.0 0.0 0.0
H 2.543154 3.075229 2.769348 0.0 0.0 0.0
H 3.940401 0.808612 2.080735 0.0 0.0 0.0
H 3.052355 -0.455964 1.198616 0.1 -0.1 0.0
H 2.859428 -0.292065 2.938144 0.0 -0.1 -0.1
```
Positions in Å, forces in eV/Å.

Net charge: -2
Largest force on an atom, eV/A: 1.1
Energy above the lowest of the compared OMol25 structures with the same formula, charge and spin, kJ/mol: 54.0
2S+1: 2
Gap between HOMO and LUMO (spin up / spin down), Eh: 0.176 / 0.174

Population analysis type Mulliken, resulting atomic charges in e: 0.1519 -0.4525 0.8413 -0.1243 -0.6316 0.3694 -0.5717 -0.1609 -0.7268 0.2827 0.7533 -0.9750 -0.3646 -1.0463 -0.6283 0.7225 0.4883 -1.0447 -0.4613 -0.9296 -0.3259 0.6936 0.1665 0.3704 0.3732 0.4470 0.3461 0.4031 0.3794 0.4497 0.1852 -0.3071 0.4840 -0.3291 -0.3073 -0.9394 0.4525 -1.0590 -0.6468 0.1374 -1.4976 1.0511 0.4259 -0.0410 0.0031 0.4168 0.4585 0.4211 0.1781 0.1186